A cluster of 2 separate species, C3H11ClN2Si in total. Source: the Open Molecules 2025 dataset; level of theory: ωB97M-V with the def2-TZVPD basis set.

Structure (XYZ):
```
18
C3H11ClN2Si | the Open Molecules 2025 dataset | ωB97M-V with the def2-TZVPD basis set
C -0.4841 1.3613 1.3269
C 1.5478 -0.9075 -3.1195
C 0.3481 1.1163 0.1292
N -1.8697 -1.2491 2.6281
N 0.7820 -0.0344 -2.5316
Si -0.2350 -0.3051 -1.0925
Cl 0.5675 -2.0097 -0.1449
H -0.2234 2.3060 1.7394
H -1.6452 1.4576 1.2083
H -0.2851 0.6637 2.1184
H 1.9096 -1.7913 -2.5692
H -1.3315 -1.3167 3.4664
H 1.8636 -0.8810 -4.1689
H 1.4029 0.9853 0.4477
H 0.5465 2.1638 -0.3232
H -1.7041 -0.3536 2.2093
H -1.5896 -1.8649 1.8948
H 0.3994 0.6594 -3.2186
```

Computed properties:
Calculated total energy (eV): -26668.91634
Spin multiplicity: 1